A 2-piece molecular cluster, C6H7Cl2NP overall. Source: the Open Molecules 2025 dataset; level of theory: ωB97M-V with the def2-TZVPD basis set.

As for the total charge: +1. As for the spin multiplicity: 1. As for the HOMO energy (spin up / spin down): -0.513 / -0.478 Eh.

Atoms and positions in Å:
C (1.118, 0.989, -1.600)
C (0.141, 1.902, -1.332)
C (1.328, -0.170, -0.895)
C (-0.755, 1.521, -0.284)
C (0.550, -0.454, 0.180)
C (0.727, -1.508, 1.180)
N (-0.635, 0.345, 0.414)
P (-1.652, -0.116, 1.660)
Cl (-2.142, -3.001, 0.550)
Cl (-3.263, 0.822, 1.211)
H (1.845, 1.117, -2.448)
H (0.124, 2.722, -1.934)
H (2.142, -0.927, -1.041)
H (-1.633, 2.106, -0.183)
H (-0.115, -2.149, 1.179)
H (1.591, -2.109, 1.189)
H (0.629, -1.091, 2.152)

Now the natural (NBO) charges, all in e: atom 1 (C): -0.057, atom 2 (C): -0.232, atom 3 (C): -0.243, atom 4 (C): 0.127, atom 5 (C): 0.340, atom 6 (C): -0.727, atom 7 (N): -0.689, atom 8 (P): 1.086, atom 9 (Cl): -0.320, atom 10 (Cl): -0.141, atom 11 (H): 0.258, atom 12 (H): 0.261, atom 13 (H): 0.275, atom 14 (H): 0.243, atom 15 (H): 0.295, atom 16 (H): 0.276, atom 17 (H): 0.247

C10H16AsInN2OS as an isolated structure. Source: the Open Molecules 2025 dataset; level of theory: ωB97M-V with the def2-TZVPD basis set.

As for the total charge: +2. As for the spin multiplicity: 1. As for the HOMO energy: -0.561 Eh.

Atoms and positions in Å:
In (-0.068, 0.303, -0.151)
O (-1.900, 0.078, 1.234)
C (-2.643, -1.117, 1.001)
C (-1.902, -1.984, 0.054)
C (-2.467, -3.160, -0.373)
C (-1.728, -4.073, -1.189)
C (-0.428, -3.772, -1.432)
C (0.136, -2.556, -0.927)
N (-0.626, -1.688, -0.269)
H (-2.405, 0.825, 0.865)
H (-3.629, -0.851, 0.622)
H (-2.916, -1.676, 1.941)
H (-3.429, -3.411, -0.015)
H (-2.097, -4.999, -1.582)
H (0.200, -4.486, -1.942)
H (1.272, -2.449, -1.033)
S (-3.829, 1.610, -1.273)
C (-2.241, 1.387, -1.546)
N (-1.046, 1.377, -1.616)
C (1.352, 3.433, 0.199)
As (2.013, 1.739, 0.555)
C (3.395, 1.555, -0.814)
C (2.498, 1.963, 2.356)
H (2.219, 4.084, 0.068)
H (0.714, 3.884, 0.990)
H (0.920, 3.296, -0.836)
H (3.799, 2.529, -0.760)
H (2.911, 1.369, -1.745)
H (4.156, 0.777, -0.527)
H (3.535, 2.305, 2.417)
H (2.406, 1.028, 2.926)
H (1.825, 2.680, 2.804)

Now the natural (NBO) charges, all in e: atom 1 (In): 1.577, atom 2 (O): -0.732, atom 3 (C): -0.125, atom 4 (C): 0.178, atom 5 (C): -0.175, atom 6 (C): -0.077, atom 7 (C): -0.217, atom 8 (C): 0.077, atom 9 (N): -0.627, atom 10 (H): 0.530, atom 11 (H): 0.250, atom 12 (H): 0.251, atom 13 (H): 0.252, atom 14 (H): 0.266, atom 15 (H): 0.263, atom 16 (H): 0.242, atom 17 (S): 0.012, atom 18 (C): 0.176, atom 19 (N): -0.831, atom 20 (C): -0.995, atom 21 (As): 1.073, atom 22 (C): -0.869, atom 23 (C): -0.948, atom 24 (H): 0.272, atom 25 (H): 0.284, atom 26 (H): 0.269, atom 27 (H): 0.253, atom 28 (H): 0.258, atom 29 (H): 0.280, atom 30 (H): 0.285, atom 31 (H): 0.273, atom 32 (H): 0.273

A 2-piece molecular cluster, C8H17N2OS overall. Source: the Open Molecules 2025 dataset; level of theory: ωB97M-V with the def2-TZVPD basis set.

As for the total charge: +1. As for the spin multiplicity: 1. As for the HOMO energy: -0.426 Eh.

Atoms and positions in Å:
C (0.037, 1.220, -0.274)
C (-2.126, 2.019, -1.328)
C (-1.986, -0.076, -0.043)
C (-2.738, 1.104, -2.427)
C (-2.603, -0.898, -1.263)
C (3.578, 0.156, 0.128)
C (3.844, -2.951, 1.095)
C (2.337, -0.448, 0.750)
N (-1.220, 1.090, -0.521)
N (0.761, 2.350, -0.589)
O (-3.457, 0.005, -1.955)
S (2.225, -2.049, 1.216)
H (-1.592, 2.749, -1.864)
H (-2.806, 2.569, -0.752)
H (-2.911, 0.339, 0.452)
H (-1.538, -0.632, 0.756)
H (-3.484, 1.830, -2.888)
H (-1.944, 0.759, -3.044)
H (-1.843, -1.355, -1.861)
H (-3.211, -1.794, -0.931)
H (3.420, 0.279, -0.987)
H (4.468, -0.470, 0.337)
H (3.918, 1.028, 0.706)
H (3.967, -3.516, 0.146)
H (3.783, -3.738, 1.791)
H (4.640, -2.094, 1.260)
H (0.477, 0.381, 0.142)
H (1.753, 2.413, -0.724)
H (0.404, 3.213, -1.104)

Now the natural (NBO) charges, all in e: atom 1 (C): 0.387, atom 2 (C): -0.250, atom 3 (C): -0.268, atom 4 (C): -0.071, atom 5 (C): -0.086, atom 6 (C): -0.763, atom 7 (C): -0.795, atom 8 (C): -0.317, atom 9 (N): -0.315, atom 10 (N): -0.778, atom 11 (O): -0.498, atom 12 (S): 0.471, atom 13 (H): 0.212, atom 14 (H): 0.232, atom 15 (H): 0.228, atom 16 (H): 0.244, atom 17 (H): 0.222, atom 18 (H): 0.179, atom 19 (H): 0.182, atom 20 (H): 0.230, atom 21 (H): 0.256, atom 22 (H): 0.205, atom 23 (H): 0.255, atom 24 (H): 0.245, atom 25 (H): 0.243, atom 26 (H): 0.237, atom 27 (H): 0.265, atom 28 (H): 0.429, atom 29 (H): 0.419

A 2-piece molecular cluster, C2H5BrSi overall. Source: the Open Molecules 2025 dataset; level of theory: ωB97M-V with the def2-TZVPD basis set.

As for the spin multiplicity: 1. As for the HOMO energy: -0.375 Eh. The SMILES is C#C[SiH3].Br.

Atoms and positions in Å:
C (-1.024, -0.566, -0.959)
C (0.017, -0.015, -1.279)
Si (1.763, 0.553, -1.007)
H (-1.964, -0.652, -0.648)
H (1.575, 1.088, 0.373)
H (1.918, 1.578, -1.927)
H (2.684, -0.595, -1.261)
Br (-2.450, -1.223, 2.965)
H (-2.519, -0.166, 3.744)

Now the natural (NBO) charges, all in e: atom 1 (C): -0.182, atom 2 (C): -0.445, atom 3 (Si): 0.856, atom 4 (H): 0.209, atom 5 (H): -0.135, atom 6 (H): -0.170, atom 7 (H): -0.133, atom 8 (Br): -0.176, atom 9 (H): 0.176

A 5-piece molecular cluster, C12H12F5O12 overall. Source: the Open Molecules 2025 dataset; level of theory: ωB97M-V with the def2-TZVPD basis set.

As for the total charge: -1. As for the spin multiplicity: 1. As for the HOMO energy: -0.276 Eh.

Atoms and positions in Å:
F (0.516, -0.003, -0.520)
C (-0.409, -2.676, -1.684)
C (0.865, -3.238, -1.210)
O (1.306, -4.098, -2.166)
C (0.165, -4.544, -2.772)
O (0.026, -5.576, -3.445)
O (-0.773, -3.701, -2.649)
F (0.780, -3.920, -0.017)
H (-0.282, -1.708, -1.947)
H (-1.062, -2.624, -0.735)
H (1.614, -2.421, -1.226)
C (-1.872, 0.030, 1.698)
C (-2.715, 0.257, 0.594)
O (-3.929, 1.004, 0.942)
C (-3.879, 1.000, 2.199)
O (-4.764, 1.618, 2.910)
O (-2.845, 0.335, 2.677)
F (-3.054, -0.784, 0.017)
H (-1.000, 0.784, 1.801)
H (-1.503, -1.090, 1.584)
H (-2.242, 0.914, -0.171)
C (2.040, 0.562, 2.244)
C (1.676, -0.905, 2.394)
O (1.313, -0.906, 3.800)
C (1.573, 0.246, 4.434)
O (1.586, 0.466, 5.623)
O (2.013, 1.163, 3.580)
F (2.714, -1.719, 2.255)
H (1.336, 0.967, 1.609)
H (3.128, 0.772, 1.546)
H (0.857, -1.289, 1.849)
C (1.482, 2.595, -2.510)
C (0.238, 2.924, -1.722)
O (-0.249, 4.044, -2.473)
C (0.265, 4.082, -3.621)
O (-0.258, 4.692, -4.554)
O (1.167, 3.161, -3.841)
F (0.575, 3.286, -0.450)
H (1.635, 1.459, -2.422)
H (2.442, 2.753, -1.856)
H (-0.462, 2.101, -1.768)

Now the natural (NBO) charges, all in e: atom 1 (F): -0.972, atom 2 (C): -0.140, atom 3 (C): 0.409, atom 4 (O): -0.478, atom 5 (C): 0.960, atom 6 (O): -0.608, atom 7 (O): -0.458, atom 8 (F): -0.352, atom 9 (H): 0.252, atom 10 (H): 0.213, atom 11 (H): 0.191, atom 12 (C): -0.129, atom 13 (C): 0.420, atom 14 (O): -0.451, atom 15 (C): 0.956, atom 16 (O): -0.644, atom 17 (O): -0.483, atom 18 (F): -0.298, atom 19 (H): 0.228, atom 20 (H): 0.233, atom 21 (H): 0.160, atom 22 (C): -0.137, atom 23 (C): 0.444, atom 24 (O): -0.510, atom 25 (C): 0.971, atom 26 (O): -0.594, atom 27 (O): -0.485, atom 28 (F): -0.325, atom 29 (H): 0.232, atom 30 (H): 0.211, atom 31 (H): 0.187, atom 32 (C): -0.194, atom 33 (C): 0.438, atom 34 (O): -0.473, atom 35 (C): 0.956, atom 36 (O): -0.620, atom 37 (O): -0.462, atom 38 (F): -0.326, atom 39 (H): 0.258, atom 40 (H): 0.222, atom 41 (H): 0.192

A 2-piece molecular cluster, C21H24N4O5 overall. Source: the Open Molecules 2025 dataset; level of theory: ωB97M-V with the def2-TZVPD basis set.

As for the spin multiplicity: 1. As for the HOMO energy: -0.302 Eh. The SMILES is CNC(=O)[C@H](Cc1c[nH]c2ccccc12)NC(C)=O.Nc1ccc(C(=O)O)cc1O.

Atoms and positions in Å:
C (3.331, -1.752, 1.119)
N (3.435, -3.040, 0.432)
C (2.989, -3.356, -0.788)
O (3.147, -4.496, -1.211)
C (2.254, -2.308, -1.643)
C (0.746, -2.364, -1.351)
C (-0.089, -1.378, -2.105)
C (-0.759, -1.637, -3.250)
N (-1.360, -0.483, -3.708)
C (-1.098, 0.588, -2.881)
C (-1.453, 1.943, -2.931)
C (-0.991, 2.806, -1.923)
C (-0.187, 2.304, -0.884)
C (0.153, 0.938, -0.838)
C (-0.291, 0.044, -1.836)
N (2.487, -2.561, -3.074)
C (2.680, -1.692, -4.065)
C (2.851, -0.216, -3.768)
O (2.749, -2.082, -5.220)
H (3.878, -0.984, 0.568)
H (3.762, -1.835, 2.118)
H (2.285, -1.457, 1.215)
H (3.899, -3.796, 0.915)
H (2.624, -1.320, -1.379)
H (0.587, -2.195, -0.286)
H (0.383, -3.369, -1.575)
H (-0.784, -2.601, -3.745)
H (-1.893, -0.437, -4.564)
H (-2.063, 2.317, -3.738)
H (-1.248, 3.856, -1.951)
H (0.181, 2.972, -0.118)
H (0.765, 0.568, -0.030)
H (2.484, -3.531, -3.354)
H (1.928, 0.185, -3.360)
H (3.668, -0.078, -3.064)
H (3.085, 0.301, -4.697)
N (-2.016, 3.979, 1.807)
C (-2.264, 2.956, 2.705)
C (-3.512, 2.855, 3.314)
C (-3.776, 1.815, 4.212)
C (-2.791, 0.854, 4.511)
C (-3.068, -0.253, 5.451)
O (-2.190, -1.072, 5.676)
O (-4.287, -0.318, 6.031)
C (-1.532, 0.976, 3.889)
C (-1.261, 2.017, 2.996)
O (-0.015, 2.107, 2.423)
H (-1.166, 3.850, 1.260)
H (-2.820, 4.392, 1.343)
H (-4.282, 3.587, 3.095)
H (-4.757, 1.754, 4.678)
H (-4.243, -1.107, 6.591)
H (-0.758, 0.246, 4.107)
H (0.600, 1.509, 2.879)

Now the natural (NBO) charges, all in e: atom 1 (C): -0.418, atom 2 (N): -0.605, atom 3 (C): 0.670, atom 4 (O): -0.629, atom 5 (C): -0.126, atom 6 (C): -0.419, atom 7 (C): -0.129, atom 8 (C): 0.003, atom 9 (N): -0.529, atom 10 (C): 0.126, atom 11 (C): -0.244, atom 12 (C): -0.218, atom 13 (C): -0.233, atom 14 (C): -0.219, atom 15 (C): -0.026, atom 16 (N): -0.616, atom 17 (C): 0.682, atom 18 (C): -0.719, atom 19 (O): -0.636, atom 20 (H): 0.200, atom 21 (H): 0.222, atom 22 (H): 0.195, atom 23 (H): 0.412, atom 24 (H): 0.214, atom 25 (H): 0.212, atom 26 (H): 0.230, atom 27 (H): 0.226, atom 28 (H): 0.413, atom 29 (H): 0.216, atom 30 (H): 0.213, atom 31 (H): 0.208, atom 32 (H): 0.201, atom 33 (H): 0.426, atom 34 (H): 0.235, atom 35 (H): 0.215, atom 36 (H): 0.245, atom 37 (N): -0.798, atom 38 (C): 0.127, atom 39 (C): -0.265, atom 40 (C): -0.148, atom 41 (C): -0.209, atom 42 (C): 0.775, atom 43 (O): -0.618, atom 44 (O): -0.676, atom 45 (C): -0.233, atom 46 (C): 0.306, atom 47 (O): -0.703, atom 48 (H): 0.397, atom 49 (H): 0.391, atom 50 (H): 0.215, atom 51 (H): 0.227, atom 52 (H): 0.500, atom 53 (H): 0.227, atom 54 (H): 0.488

A 2-piece molecular cluster, C3H2N2S overall. Source: the Open Molecules 2025 dataset; level of theory: ωB97M-V with the def2-TZVPD basis set.

Its expectation value of S² is 2.041. As for the spin multiplicity: 3. As for the HOMO energy (spin up / spin down): -0.352 / -0.391 Eh.

Atoms and positions in Å:
C (0.033, -0.525, 1.926)
C (1.065, -1.009, 1.464)
C (-0.838, 1.138, -1.191)
N (-1.611, 1.661, -0.461)
N (-0.211, 0.370, -1.902)
S (0.486, -0.150, -3.200)
H (-0.850, -0.427, 2.519)
H (1.927, -1.058, 0.844)

Now the natural (NBO) charges, all in e: atom 1 (C): -0.219, atom 2 (C): -0.252, atom 3 (C): 0.360, atom 4 (N): -0.272, atom 5 (N): -0.558, atom 6 (S): 0.472, atom 7 (H): 0.239, atom 8 (H): 0.231

The max |F| results, record by record, are as follows: 0.095, 0.058, 0.082, 0.092, 0.177, 0.043, 0.095 hartree/bohr.
The ΔE to the lowest compared entry with this formula, charge and spin results, record by record, are as follows: 64.91, 0.00, 93.85, 71.25, 48.14, 0.00, 51.74 kcal/mol.